<A>
14 unconnected molecules or ions with the total composition C42H84O42. Source: the Open Molecules 2025 dataset; level of theory: ωB97M-V with the def2-TZVPD basis set.

Its HOMO-LUMO gap is 11.02 eV. Its molar mass is 1261.1 u.

Positions of all 168 atoms, in Å:
C 5.160 -3.928 -3.776
O 4.009 -4.194 -2.982
C 3.807 -3.416 -1.903
O 4.503 -2.529 -1.524
O 2.650 -3.801 -1.349
C 2.293 -3.185 -0.122
H 6.118 -3.864 -3.264
H 5.022 -3.011 -4.352
H 5.128 -4.776 -4.457
H 3.014 -3.029 0.679
H 1.589 -3.830 0.412
H 1.683 -2.307 -0.332
C -2.834 2.505 3.243
O -2.572 1.208 3.770
C -3.575 0.494 4.242
O -4.724 0.827 4.261
O -3.014 -0.654 4.643
C -3.811 -1.636 5.296
H -1.951 3.110 3.450
H -3.600 2.972 3.862
H -3.048 2.480 2.180
H -3.174 -2.466 5.581
H -4.706 -1.871 4.727
H -4.110 -1.203 6.257
C -3.947 -6.802 2.279
O -3.421 -5.954 3.288
C -3.101 -4.714 3.040
O -2.334 -4.099 3.740
O -3.706 -4.162 1.979
C -3.640 -2.756 1.855
H -3.554 -6.670 1.271
H -5.030 -6.676 2.307
H -3.716 -7.840 2.507
H -3.938 -2.284 2.786
H -4.176 -2.447 0.964
H -2.598 -2.464 1.679
C -3.607 0.119 -0.707
O -4.727 0.181 0.169
C -5.850 -0.441 -0.190
O -6.038 -0.971 -1.245
O -6.671 -0.390 0.843
C -8.026 -0.766 0.680
H -4.002 0.262 -1.718
H -3.257 -0.913 -0.736
H -2.890 0.924 -0.599
H -8.632 0.057 0.304
H -8.344 -1.009 1.694
H -8.196 -1.668 0.092
C -0.288 -1.039 2.281
O -0.134 -0.744 0.895
C -0.237 0.520 0.481
O -0.603 1.465 1.126
O 0.154 0.543 -0.780
C -0.050 1.763 -1.503
H -0.186 -2.111 2.423
H -1.229 -0.683 2.701
H 0.491 -0.516 2.842
H 0.640 2.487 -1.063
H -1.071 2.103 -1.348
H 0.225 1.687 -2.550
C 3.431 0.952 -0.200
O 3.422 -0.207 0.654
C 3.241 -0.088 1.951
O 3.044 0.954 2.541
O 3.562 -1.233 2.528
C 3.843 -1.255 3.930
H 4.188 1.657 0.124
H 2.462 1.447 -0.118
H 3.487 0.520 -1.192
H 3.967 -2.315 4.115
H 3.127 -0.734 4.559
H 4.816 -0.794 4.124
C -1.422 4.764 0.238
O -2.694 4.296 -0.205
C -2.863 3.940 -1.465
O -2.045 4.178 -2.329
O -3.985 3.246 -1.554
C -4.632 3.219 -2.829
H -1.416 4.556 1.299
H -1.186 5.795 -0.013
H -0.592 4.178 -0.163
H -4.127 2.477 -3.446
H -4.479 4.182 -3.322
H -5.708 3.080 -2.885
C -4.434 -2.250 -4.426
O -3.078 -2.623 -4.437
C -2.221 -1.915 -3.738
O -2.418 -0.783 -3.354
O -1.116 -2.603 -3.563
C -0.149 -2.065 -2.684
H -4.986 -2.587 -3.546
H -4.993 -2.679 -5.257
H -4.544 -1.167 -4.485
H 0.664 -2.771 -2.555
H -0.569 -1.778 -1.717
H 0.235 -1.104 -3.037
C -1.752 -10.306 1.817
O -1.415 -9.018 2.279
C -0.974 -8.086 1.444
O -0.851 -8.222 0.260
O -0.864 -6.912 2.060
C -0.488 -5.794 1.308
H -2.042 -10.991 2.612
H -0.980 -10.808 1.236
H -2.656 -10.246 1.206
H -0.241 -4.922 1.915
H -1.254 -5.534 0.576
H 0.467 -5.856 0.775
C 2.239 3.666 -10.399
O 2.101 3.917 -9.010
C 1.409 3.065 -8.289
O 0.859 2.065 -8.689
O 1.357 3.488 -7.036
C 0.436 2.823 -6.171
H 3.305 3.581 -10.619
H 1.942 4.537 -10.985
H 1.690 2.770 -10.674
H 0.334 1.795 -6.508
H -0.507 3.365 -6.142
H 0.678 2.753 -5.115
C 5.772 5.626 -3.232
O 5.861 4.349 -2.567
C 4.945 3.424 -2.767
O 5.131 2.277 -2.443
O 3.785 3.880 -3.223
C 2.776 2.943 -3.503
H 6.757 6.082 -3.213
H 5.115 6.237 -2.611
H 5.394 5.466 -4.238
H 2.626 2.239 -2.677
H 3.099 2.239 -4.275
H 1.814 3.391 -3.704
C 1.323 8.237 2.598
O 1.893 7.136 3.265
C 1.445 5.923 2.983
O 0.579 5.658 2.184
O 2.125 5.044 3.688
C 1.860 3.657 3.513
H 0.230 8.213 2.584
H 1.694 8.212 1.572
H 1.544 9.198 3.057
H 2.723 3.043 3.733
H 1.555 3.332 2.512
H 0.935 3.443 4.055
C 0.299 -2.760 5.256
O 1.636 -3.126 4.962
C 2.062 -4.280 5.485
O 1.452 -5.011 6.213
O 3.280 -4.483 4.996
C 4.028 -5.625 5.386
H 0.060 -2.386 6.256
H -0.363 -3.615 5.126
H -0.027 -1.934 4.626
H 3.374 -6.490 5.517
H 4.577 -5.511 6.320
H 4.668 -5.783 4.520
C 4.308 4.452 1.310
O 3.071 4.182 0.688
C 2.742 5.011 -0.295
O 3.407 5.957 -0.647
O 1.613 4.672 -0.855
C 1.067 5.443 -1.913
H 5.159 4.190 0.683
H 4.404 3.897 2.245
H 4.350 5.481 1.673
H 0.958 6.464 -1.547
H 0.217 4.964 -2.383
H 1.885 5.527 -2.638

<B>
14 unconnected molecules or ions with the total composition C42H84O42. Source: the Open Molecules 2025 dataset; level of theory: ωB97M-V with the def2-TZVPD basis set.

Its HOMO-LUMO gap is 10.75 eV. Its molar mass is 1261.1 u.

Positions of all 168 atoms, in Å:
C 4.799 -1.988 1.640
O 5.350 -1.489 0.425
C 6.136 -2.282 -0.300
O 6.533 -3.399 0.019
O 6.345 -1.692 -1.490
C 7.172 -2.198 -2.521
H 5.409 -1.815 2.527
H 4.539 -3.047 1.625
H 3.850 -1.478 1.808
H 7.420 -3.234 -2.290
H 8.137 -1.692 -2.512
H 6.687 -2.014 -3.479
C 3.262 1.646 1.176
O 3.988 1.598 2.440
C 4.463 2.691 2.959
O 4.510 3.809 2.406
O 5.034 2.351 4.077
C 5.545 3.316 4.933
H 3.327 0.688 0.661
H 3.878 2.313 0.572
H 2.215 1.936 1.262
H 6.439 3.817 4.563
H 5.594 2.817 5.901
H 4.708 3.992 5.109
C -1.429 2.652 0.054
O -0.814 1.752 0.969
C -0.232 0.673 0.470
O -0.032 0.360 -0.761
O -0.173 -0.124 1.525
C -0.075 -1.535 1.263
H -1.061 3.660 -0.135
H -2.459 2.647 0.412
H -1.457 2.320 -0.984
H -0.335 -2.034 2.197
H 0.993 -1.702 1.119
H -0.724 -1.962 0.499
C -2.624 -5.018 -2.979
O -2.627 -3.764 -3.553
C -2.163 -2.679 -2.976
O -1.713 -2.493 -1.871
O -2.393 -1.678 -3.872
C -1.845 -0.394 -3.642
H -1.993 -5.453 -3.754
H -3.649 -5.389 -2.987
H -2.159 -5.093 -1.996
H -1.658 -0.170 -2.592
H -2.382 0.432 -4.107
H -0.933 -0.290 -4.229
C -5.952 3.375 2.195
O -4.740 3.810 1.549
C -4.889 4.457 0.401
O -5.904 4.679 -0.225
O -3.655 4.996 0.132
C -3.648 6.019 -0.856
H -5.864 2.343 2.534
H -6.812 3.410 1.525
H -6.245 4.008 3.032
H -4.243 6.873 -0.532
H -4.044 5.765 -1.839
H -2.603 6.297 -0.994
C -1.702 8.366 -5.941
O -0.692 7.576 -5.246
C -0.823 7.208 -3.910
O -1.883 7.102 -3.307
O 0.410 6.826 -3.410
C 0.540 6.283 -2.114
H -1.548 9.433 -5.776
H -2.687 8.079 -5.574
H -1.667 8.111 -7.000
H 0.567 7.084 -1.375
H 1.482 5.760 -1.949
H -0.100 5.473 -1.764
C 2.050 5.326 2.527
O 0.891 5.976 3.080
C -0.281 6.069 2.445
O -0.513 5.610 1.342
O -1.169 6.605 3.346
C -2.515 6.496 2.963
H 2.020 4.241 2.630
H 2.879 5.593 3.183
H 2.343 5.659 1.531
H -3.199 6.746 3.774
H -2.723 5.462 2.685
H -2.881 7.073 2.114
C 0.647 -4.435 -5.358
O 0.288 -4.736 -3.972
C 1.104 -4.358 -3.013
O 2.107 -3.636 -3.129
O 0.667 -4.837 -1.826
C 1.353 -4.587 -0.627
H -0.231 -4.560 -5.993
H 1.505 -5.049 -5.632
H 0.932 -3.399 -5.541
H 1.602 -3.583 -0.283
H 2.270 -5.171 -0.708
H 0.726 -5.079 0.117
C 5.365 1.921 -1.842
O 4.344 0.901 -2.081
C 3.364 0.922 -2.877
O 3.288 1.692 -3.785
O 2.583 -0.100 -2.584
C 1.556 -0.419 -3.474
H 4.968 2.936 -1.853
H 6.051 1.852 -2.687
H 5.808 1.747 -0.861
H 1.969 -0.709 -4.440
H 0.995 0.512 -3.548
H 0.924 -1.206 -3.062
C 0.004 2.451 3.749
O 1.114 1.475 3.757
C 0.905 0.307 4.256
O -0.155 -0.138 4.763
O 1.997 -0.471 4.114
C 1.853 -1.908 4.466
H -0.032 2.973 4.705
H -0.962 1.947 3.761
H -0.073 3.219 2.979
H 1.636 -1.958 5.533
H 2.771 -2.462 4.272
H 0.975 -2.336 3.985
C 0.070 3.184 -4.263
O -0.893 3.636 -5.192
C -2.200 3.749 -4.950
O -2.794 3.428 -3.941
O -2.641 4.452 -5.953
C -3.921 5.073 -5.905
H -0.384 2.373 -3.694
H 0.298 3.965 -3.538
H 0.891 2.656 -4.747
H -4.036 5.540 -6.883
H -4.025 5.826 -5.124
H -4.776 4.409 -5.779
C 0.597 -5.238 3.505
O 1.394 -6.119 2.847
C 2.572 -5.638 2.362
O 2.977 -4.478 2.355
O 3.308 -6.631 1.790
C 4.570 -6.330 1.247
H -0.401 -5.583 3.775
H 0.549 -4.264 3.018
H 0.950 -4.954 4.496
H 5.336 -6.272 2.020
H 4.616 -5.448 0.608
H 4.860 -7.118 0.551
C -2.692 -2.395 5.444
O -2.962 -3.668 5.947
C -2.941 -4.711 5.022
O -2.598 -4.597 3.827
O -3.415 -5.818 5.530
C -3.602 -6.983 4.621
H -2.195 -1.721 6.141
H -3.584 -1.846 5.143
H -2.013 -2.414 4.592
H -4.402 -6.816 3.900
H -3.700 -7.817 5.316
H -2.644 -7.138 4.126
C -6.236 -8.033 -0.763
O -5.212 -7.015 -0.944
C -4.664 -6.545 0.077
O -4.937 -6.827 1.209
O -3.889 -5.613 -0.341
C -3.058 -4.826 0.550
H -7.036 -7.418 -0.349
H -5.900 -8.958 -0.296
H -6.502 -8.317 -1.781
H -2.474 -5.581 1.076
H -3.680 -4.309 1.280
H -2.400 -4.129 0.031

Short version: <A>, <B>, most stable first.

<A>
A single C23H25NO3 molecule. Source: the Open Molecules 2025 dataset; level of theory: ωB97M-V with the def2-TZVPD basis set.

The SMILES is COc1ccccc1[C@H](NC(=O)CC(C)C)c1c(O)ccc2ccccc12. Its HOMO-LUMO gap is 8.48 eV. Its molar mass is 363.5 u.

Positions of all 52 atoms, in Å:
C 3.123 -2.123 -1.747
O 1.975 -1.499 -1.233
C 1.175 -0.784 -2.076
C 1.397 -0.645 -3.439
C 0.513 0.084 -4.219
C -0.598 0.670 -3.647
C -0.818 0.536 -2.285
C 0.057 -0.172 -1.485
C -0.140 -0.339 0.009
N -1.338 0.298 0.511
C -2.366 -0.409 1.025
O -2.392 -1.623 1.021
C -3.478 0.432 1.635
C -4.428 1.078 0.608
C -4.804 0.082 -0.485
C -3.855 2.358 0.002
C 1.073 0.198 0.744
C 1.383 1.535 0.580
O 0.543 2.331 -0.153
C 2.535 2.092 1.162
C 3.370 1.317 1.911
C 3.074 -0.041 2.137
C 3.927 -0.842 2.927
C 3.639 -2.156 3.159
C 2.474 -2.716 2.616
C 1.632 -1.968 1.842
C 1.903 -0.610 1.562
H 3.596 -2.607 -0.893
H 3.819 -1.396 -2.180
H 2.872 -2.878 -2.499
H 2.253 -1.105 -3.906
H 0.699 0.183 -5.278
H -1.294 1.229 -4.254
H -1.689 0.989 -1.842
H -0.271 -1.406 0.203
H -1.324 1.303 0.558
H -3.041 1.205 2.270
H -4.058 -0.245 2.265
H -5.340 1.354 1.151
H -5.195 -0.832 -0.046
H -3.934 -0.180 -1.083
H -5.561 0.504 -1.143
H -4.604 2.837 -0.626
H -3.568 3.062 0.782
H -2.986 2.151 -0.617
H 0.942 3.202 -0.263
H 2.751 3.140 0.996
H 4.265 1.738 2.344
H 4.813 -0.388 3.348
H 4.296 -2.764 3.764
H 2.243 -3.752 2.817
H 0.739 -2.430 1.454

<B>
A single C23H25NO3 molecule. Source: the Open Molecules 2025 dataset; level of theory: ωB97M-V with the def2-TZVPD basis set.

The SMILES is CCOCCOc1cccc(C(=O)N[C@H](C)c2ccc3ccccc3c2)c1. Its HOMO-LUMO gap is 8.97 eV. Its molar mass is 363.5 u.

Positions of all 52 atoms, in Å:
C 0.944 3.089 6.045
C 1.511 1.975 6.922
O 2.553 1.235 6.313
C 2.183 0.105 5.571
C 1.647 0.393 4.161
O 0.241 0.539 4.237
C -0.450 0.821 3.102
C -1.828 0.994 3.253
C -2.614 1.298 2.161
C -2.055 1.419 0.899
C -0.687 1.236 0.738
C 0.006 1.367 -0.579
O 1.163 1.731 -0.669
N -0.747 1.044 -1.655
C -0.234 1.074 -3.016
C -1.140 1.938 -3.887
C -0.049 -0.350 -3.498
C 0.952 -1.115 -2.860
C 1.167 -2.417 -3.201
C 0.394 -3.037 -4.206
C 0.591 -4.380 -4.590
C -0.177 -4.945 -5.569
C -1.176 -4.194 -6.208
C -1.390 -2.890 -5.858
C -0.614 -2.277 -4.852
C -0.815 -0.933 -4.471
C 0.114 0.950 1.840
H 0.376 2.684 5.214
H 0.284 3.716 6.641
H 1.754 3.701 5.658
H 1.969 2.416 7.814
H 0.706 1.298 7.238
H 3.101 -0.481 5.481
H 1.429 -0.486 6.110
H 1.895 -0.448 3.501
H 2.114 1.306 3.773
H -2.254 0.895 4.239
H -3.676 1.446 2.294
H -2.681 1.687 0.062
H -1.662 0.645 -1.522
H 0.754 1.545 -2.939
H -0.767 1.962 -4.907
H -1.155 2.953 -3.498
H -2.159 1.556 -3.888
H 1.549 -0.642 -2.093
H 1.938 -2.993 -2.709
H 1.361 -4.953 -4.094
H -0.022 -5.974 -5.859
H -1.774 -4.656 -6.980
H -2.157 -2.309 -6.349
H -1.589 -0.379 -4.980
H 1.174 0.842 1.671

Short version: <A>, <B>, most stable first.

<A>
A molecular structure, C5H4. Source: the Open Molecules 2025 dataset; level of theory: ωB97M-V with the def2-TZVPD basis set.

Its HOMO-LUMO gap is 8.64 eV. Its molar mass is 64.1 u.

Positions of all 9 atoms, in Å:
C -1.579 -0.344 -0.015
C -0.091 -0.098 0.004
C 0.995 0.570 0.014
C 2.265 0.928 0.022
C 3.528 1.018 0.023
H -1.900 -0.950 0.841
H -1.895 -0.862 -0.929
H -2.150 0.592 0.030
H 0.827 -0.854 0.011

<B>
A single C5H4 molecule. Source: the Open Molecules 2025 dataset; level of theory: ωB97M-V with the def2-TZVPD basis set.

The SMILES is C#CC#CC. Its HOMO-LUMO gap is 10.20 eV. Its molar mass is 64.1 u.

Positions of all 9 atoms, in Å:
C 3.223 0.124 -0.037
C 2.011 -0.277 0.012
C 0.635 -0.358 0.032
C -0.536 -0.182 0.032
C -2.086 0.055 0.006
H 4.269 0.330 0.111
H -2.328 0.704 -0.853
H -2.666 -0.875 -0.264
H -2.522 0.480 0.960

<C>
A single C5H4 molecule. Source: the Open Molecules 2025 dataset; level of theory: ωB97M-V with the def2-TZVPD basis set.

The SMILES is C=C1C2=C[C@H]12. Its HOMO-LUMO gap is 9.22 eV. Its molar mass is 64.1 u.

Positions of all 9 atoms, in Å:
C 1.483 0.436 0.136
C 0.199 0.255 -0.208
C -0.983 1.128 -0.328
C -1.803 0.265 0.350
C -0.853 -0.705 -0.223
H 2.286 -0.255 0.490
H 1.916 1.501 0.092
H -2.704 0.514 0.769
H -1.274 -1.404 -0.919

Short version: <B>, <C>, <A>, most stable first.